Entry from the Open Molecules 2025 dataset: 4 unconnected molecules or ions with the total composition C38H80FN2O16P4 at a distorted geometry (ωB97M-V/def2-TZVPD).

Each line ends with the Mulliken charge.
Geometry (Å):
C1 -3.54997 3.75527 2.74583  -1.449
C2 -2.21672 2.91129 2.67557  1.350
C3 -2.61086 1.42856 2.83203  -0.175
C4 -1.46195 0.39321 2.73584  -1.072
C5 -0.98408 -0.00780 1.29750  -2.109
C6 -1.29885 0.97162 0.17910  0.892
C7 -0.33995 1.91584 -0.20279  1.077
C8 1.06908 2.04540 0.37511  -2.274
C9 1.18125 2.55208 1.82149  0.932
O1 0.62206 3.82663 2.03030  -0.331
C10 1.14078 4.49295 3.17908  -0.426
C11 1.37596 3.59840 4.41187  -0.976
C12 -0.66684 2.80835 -1.23376  0.594
C13 0.30306 3.85351 -1.75811  -0.291
O2 1.13272 3.53996 -2.57577  -0.517
O3 0.25154 5.15554 -1.36092  -0.288
N1 -0.98276 5.40652 -0.71931  -0.326
C14 -1.91068 2.71358 -1.83337  0.096
F1 -2.15194 3.56704 -2.83837  -0.548
C15 -2.84499 1.76849 -1.46033  0.443
C16 -4.14957 1.79097 -2.23306  -0.989
C17 -4.92734 3.14867 -2.12613  -0.461
C18 -5.79097 3.29067 -0.85061  -0.007
O4 -6.55806 4.49356 -0.96642  -0.551
N2 -2.50915 0.90677 -0.45909  0.967
P1 -3.65812 -0.41620 0.03486  0.149
C19 -5.29081 0.30307 0.54644  -0.872
C20 -3.90180 -1.57463 -1.37989  -1.230
H1 -4.41809 3.08807 2.58138  0.292
H2 -3.60625 4.48783 1.92422  0.267
H3 -3.69959 4.21802 3.72814  0.389
H4 -1.58470 3.29691 3.48302  0.156
H5 -1.76628 3.16508 1.70969  -0.719
H6 -3.45362 1.24227 2.15716  -0.671
H7 -3.02197 1.33573 3.85453  0.566
H8 -0.65522 0.73295 3.40028  0.578
H9 -1.84533 -0.53023 3.20299  0.494
H10 0.11566 -0.08598 1.32633  0.379
H11 -1.32570 -1.02810 1.09589  0.895
H12 1.72501 2.68391 -0.23400  0.710
H13 1.52182 1.04015 0.35317  0.573
H14 0.80855 1.76328 2.49198  -0.213
H15 2.27375 2.64156 2.03769  -0.224
H16 2.08068 5.03629 2.96824  0.338
H17 0.37409 5.22956 3.47067  0.408
H18 2.24380 2.93040 4.27876  0.208
H19 0.51940 2.93002 4.60875  0.216
H20 1.56063 4.16111 5.33565  0.417
H21 -1.61411 5.77963 -1.42134  0.261
H22 -0.84589 6.05526 0.04547  0.251
H23 -4.82879 0.96157 -2.01690  0.109
H24 -3.87905 1.69312 -3.29983  0.533
H25 -5.61703 3.15534 -2.98364  0.507
H26 -4.25927 4.01762 -2.15387  0.199
H27 -5.12511 3.30287 0.02726  -0.098
H28 -6.51636 2.46502 -0.82209  0.141
H29 -6.19940 5.08093 -0.29135  0.369
H30 -5.15728 1.28999 1.00595  0.034
H31 -5.71803 -0.37447 1.30165  0.494
H32 -6.01372 0.34185 -0.27981  0.396
H33 -2.89485 -1.86705 -1.72221  0.237
H34 -4.37138 -2.49164 -0.99550  0.501
H35 -4.47838 -1.16966 -2.22483  0.443
O5 6.56889 2.05862 3.68284  -0.759
P2 7.09912 3.40249 4.06305  1.031
O6 5.92778 3.96909 5.06590  -0.350
C21 5.73561 3.33736 6.32632  -0.260
C22 6.91181 3.54976 7.26257  -1.081
O7 6.72952 4.24895 2.70658  -0.341
C23 6.35123 3.58323 1.50704  -0.682
C24 4.85016 3.37576 1.44952  -0.597
O8 8.14563 4.63524 4.46707  -0.276
C25 9.50928 4.29827 4.77532  -0.179
C26 10.15198 3.42453 3.71725  -1.145
H36 5.54557 2.26901 6.18327  0.285
H37 4.83758 3.77592 6.76346  0.319
H38 7.77687 2.96606 6.93129  0.187
H39 6.66555 3.22547 8.27429  0.433
H40 7.20513 4.59951 7.28816  0.294
H41 6.88591 2.63930 1.40259  0.339
H42 6.66408 4.21455 0.67353  0.428
H43 4.45717 2.97611 2.38507  0.106
H44 4.58346 2.69583 0.63662  0.289
H45 4.34308 4.32975 1.28312  0.304
H46 9.55257 3.80892 5.75225  0.225
H47 10.05547 5.23771 4.85984  0.325
H48 9.65151 2.45066 3.64675  0.361
H49 11.20013 3.24393 3.95591  0.396
H50 10.08762 3.89569 2.73568  0.286
O9 0.50074 -1.14321 -6.78539  -0.817
P3 -0.65445 -1.84208 -6.15206  0.986
O10 -1.91036 -1.37986 -7.09748  -0.349
C27 -1.96586 -1.84211 -8.44418  -0.303
C28 -2.19884 -3.34003 -8.52868  -0.934
O11 -0.90256 -0.86595 -4.85476  -0.177
C29 0.06481 0.10353 -4.45859  -0.164
C30 -0.18493 1.44128 -5.12623  -0.787
O12 -1.58042 -2.98783 -5.36117  -0.398
C31 -1.03923 -4.30196 -5.16472  0.355
C32 0.34438 -4.28455 -4.54594  -1.233
H51 -1.04898 -1.56459 -8.97173  0.275
H52 -2.79220 -1.31619 -8.92242  0.339
H53 -1.30213 -3.88678 -8.21752  0.200
H54 -2.42660 -3.63952 -9.55203  0.443
H55 -3.02010 -3.64461 -7.87894  0.224
H56 1.07471 -0.25793 -4.65094  0.380
H57 -0.02533 0.22142 -3.37393  0.126
H58 -0.36340 1.35354 -6.19697  0.364
H59 0.65825 2.11533 -4.96955  0.305
H60 -1.08135 1.89962 -4.69907  0.021
H61 -1.02218 -4.83948 -6.11699  0.213
H62 -1.72873 -4.83049 -4.50699  -0.211
H63 1.07198 -3.80319 -5.21020  0.469
H64 0.68958 -5.30069 -4.35321  0.430
H65 0.34012 -3.72640 -3.60817  0.251
O13 0.24216 -7.12432 0.00166  -0.760
P4 -1.21020 -7.10335 0.34397  1.032
O14 -1.72721 -5.74578 -0.43106  -0.326
C33 -1.73366 -5.72031 -1.84978  0.039
C34 -2.76043 -6.67583 -2.43600  -1.053
O15 -1.13891 -6.52799 1.87595  -0.333
C35 0.09475 -6.48876 2.59298  -0.376
C36 0.82204 -5.17460 2.37492  -0.943
O16 -2.76998 -7.59590 0.67010  -0.290
C37 -3.11731 -8.96805 0.41267  -0.189
C38 -2.14224 -9.94705 1.03439  -1.141
H66 -0.73286 -5.94503 -2.23261  0.249
H67 -1.97826 -4.69773 -2.14693  0.053
H68 -2.43829 -7.71311 -2.30399  0.127
H69 -2.88566 -6.50616 -3.50644  0.501
H70 -3.72651 -6.55965 -1.94400  0.276
H71 0.72237 -7.33816 2.32468  0.310
H72 -0.14641 -6.59836 3.65164  0.388
H73 0.85856 -4.89719 1.32166  0.256
H74 1.84157 -5.22918 2.75957  0.371
H75 0.30070 -4.36640 2.89321  0.218
H76 -3.18592 -9.13128 -0.66659  0.222
H77 -4.11305 -9.12517 0.82735  0.322
H78 -1.14110 -9.84433 0.59754  0.367
H79 -2.47360 -10.97244 0.87041  0.398
H80 -2.04922 -9.77139 2.10671  0.287

2S+1: 1
Energy (eV): -116309.909
LUMO level (hartree): -0.1293
Charge: +1